{"formula": "C21H14Co2NO6", "method": "ωB97M-V/def2-TZVPD", "homo_ev": -4.10, "multiplicity": 1, "total_charge": -1, "largest_force_ha_per_bohr": 0.0976, "de_lowest_ev": 0.000, "gap_ev": 6.912, "species": ["N", "C", "C", "C", "C", "C", "C", "H", "H", "H", "H", "H", "H", "H", "O", "C", "Co", "C", "O", "C", "O", "C", "C", "C", "C", "C", "C", "C", "C", "C", "Co", "C", "O", "C", "O", "C", "O", "H", "H", "H", "H", "H", "H", "H"], "positions_angstrom": [[-0.597, -0.049, 3.361], [-1.979, -0.060, 3.574], [-2.684, 1.160, 3.654], [-4.083, 1.158, 3.655], [-4.791, -0.052, 3.620], [-4.090, -1.267, 3.593], [-2.690, -1.278, 3.575], [-0.137, -0.930, 3.572], [-0.130, 0.750, 3.783], [-2.124, 2.098, 3.688], [-4.624, 2.106, 3.682], [-5.882, -0.049, 3.617], [-4.637, -2.212, 3.583], [-2.135, -2.219, 3.548], [-1.682, -1.066, -2.830], [-0.635, -1.404, -2.468], [0.946, -1.821, -1.891], [0.458, -3.331, -1.141], [0.053, -4.320, -0.698], [1.745, -2.232, -3.397], [2.171, -2.548, -4.426], [1.405, 0.040, -1.221], [1.151, 1.145, -2.151], [1.618, 1.116, -3.483], [1.169, 2.061, -4.407], [0.316, 3.092, -3.998], [-0.046, 3.202, -2.651], [0.396, 2.258, -1.722], [1.335, -0.034, 0.189], [0.626, 0.232, 1.318], [2.786, -0.813, -0.474], [3.914, -1.028, -1.841], [4.713, -1.161, -2.666], [2.711, -2.521, 0.121], [2.928, -3.531, 0.647], [3.904, -0.086, 0.684], [4.646, 0.384, 1.436], [2.318, 0.331, -3.786], [1.485, 1.980, -5.448], [-0.055, 3.815, -4.726], [-0.681, 4.021, -2.309], [0.138, 2.341, -0.664], [1.201, 0.331, 2.236], [-0.452, 0.391, 1.263]], "lowdin_charge": [0.01, -0.31, -0.05, -0.11, -0.13, -0.10, -0.04, 0.10, 0.10, 0.10, 0.10, 0.09, 0.10, 0.11, 0.10, -0.17, 0.05, -0.21, 0.08, -0.20, 0.08, -0.31, -0.22, -0.04, -0.10, -0.12, -0.10, -0.03, -0.31, -0.05, 0.06, -0.14, 0.12, -0.14, 0.10, -0.11, 0.11, 0.09, 0.10, 0.09, 0.09, 0.11, 0.03, 0.06]}